# 1
20
Properties=species:S:1:pos:R:3:forces:R:3 method="wB97M-V/def2-TZVPD" e_homo_ev=-19.4 total_charge=+2 spin_multiplicity=1 relative_energy_kj_mol=373.6
C -3.299202 -0.912280 0.677818 -3.22 0.60 0.29
C 0.966375 1.855464 -0.735592 -0.77 2.42 -1.55
C 1.798222 -1.279250 0.880253 -3.10 1.38 -1.02
C 0.056374 1.066239 0.160427 0.26 0.46 1.43
C 0.543934 -1.435399 0.034611 0.08 1.37 1.49
N -4.354646 -0.716021 1.070007 1.58 -0.82 0.11
N -0.145494 -0.358047 -0.229949 1.17 -1.09 -0.85
O -1.161906 -0.554077 -1.144246 -0.99 -0.44 0.58
H -2.529809 -0.993746 -0.046817 1.32 -0.10 -0.45
H 1.029714 2.940986 -0.382344 0.42 -1.70 0.06
H 1.877814 1.435671 -1.073011 1.43 -0.48 0.84
H 0.566294 2.067649 -1.747695 -0.76 -0.40 0.42
H 1.785626 -1.921115 1.724471 0.16 -0.67 0.75
H 1.776113 -0.205123 1.132761 1.05 -0.80 0.15
H 2.504281 -1.574967 0.154775 1.70 -0.18 -0.51
H -0.924236 1.511902 0.061621 -0.37 -0.09 0.26
H 0.354526 1.146124 1.259858 -0.38 -0.43 -1.51
H 0.151673 -2.388942 -0.331483 0.26 0.33 -0.25
H -5.260758 -0.781162 1.520305 -0.26 0.28 0.14
H -0.965696 -0.144503 -1.993527 0.42 0.35 -0.37

---

# 2
80
Properties=species:S:1:pos:R:3:forces:R:3 method="wB97M-V/def2-TZVPD" e_homo_ev=-8.1 spin_multiplicity=1 relative_energy_kj_mol=861.7
C -1.122425 -2.130950 -4.574325 0.73 4.46 5.16
S -2.027425 -0.554950 -4.860325 0.48 1.15 2.72
O -2.036425 0.152050 -3.458325 0.19 -1.41 -2.82
C -0.844425 0.277050 -5.978325 2.36 -1.93 -0.11
H -0.100425 -1.972950 -4.092325 -1.49 0.38 0.06
H -0.829425 -2.514950 -5.393325 1.21 -3.15 -6.35
H -1.739425 -2.727950 -3.971325 -0.78 -0.79 0.60
H -1.168425 1.299050 -6.286325 0.26 -1.09 0.24
H -0.678425 -0.502950 -6.797325 -1.02 1.35 0.33
H 0.244575 0.182050 -5.588325 -1.83 0.96 0.13
C -1.861425 -2.518950 1.098675 -4.05 -0.97 2.35
S -1.026425 -3.555950 2.366675 1.19 3.92 0.68
O -0.432425 -2.434950 3.337675 -1.33 -2.88 -1.45
C -2.489425 -4.258950 3.127675 -0.19 0.61 0.77
H -2.584425 -1.652950 1.462675 1.05 -2.23 0.32
H -2.450425 -3.291950 0.555675 0.62 0.96 -0.41
H -1.196425 -1.920950 0.624675 2.61 0.92 -2.10
H -2.000425 -4.763950 3.971675 -0.65 0.39 0.32
H -3.018425 -5.047950 2.588675 0.35 0.30 -0.53
H -3.174425 -3.404950 3.372675 0.64 -0.93 0.22
C 3.939575 0.226050 2.300675 1.51 -1.78 3.29
S 2.368575 -0.636950 2.621675 0.48 -0.28 -1.95
O 2.155575 -1.428950 1.345675 -0.23 0.14 0.77
C 2.888575 -1.782950 3.942675 -1.68 -3.86 -6.96
H 4.897575 -0.356950 2.467675 -1.30 -0.15 -0.56
H 3.992575 0.883050 3.143675 -0.09 0.99 0.53
H 4.062575 0.793050 1.444675 -0.54 0.82 -1.88
H 1.941575 -2.108950 4.290675 -0.52 -0.84 0.66
H 3.471575 -1.312950 4.519675 3.97 3.82 5.08
H 3.598575 -2.563950 3.418675 -1.88 1.06 0.92
C -1.474425 1.720050 4.513675 1.26 1.05 -3.64
S -1.692425 0.453050 3.360675 -1.55 -3.32 1.25
O -3.181425 0.178050 3.296675 0.51 -0.15 0.06
C -1.474425 1.336050 1.927675 5.63 -1.14 -1.31
H -1.988425 2.627050 4.401675 -0.39 1.69 -1.34
H -0.434425 1.740050 4.507675 1.99 0.91 0.75
H -1.905425 1.440050 5.332675 -1.82 -2.57 5.27
H -1.359425 0.699050 1.082675 -1.31 -0.87 -0.72
H -0.403425 1.683050 1.868675 -1.15 1.00 0.79
H -2.294425 1.869050 2.107675 -3.09 3.45 -1.08
C -2.014425 2.770050 -1.999325 -1.13 -3.24 -0.79
S -1.407425 3.261050 -3.648325 -1.66 1.48 -0.85
O -1.727425 4.750050 -3.792325 0.68 -1.53 0.33
C 0.377575 3.058050 -3.487325 -2.75 0.58 5.41
H -1.815425 1.643050 -1.854325 -0.26 1.61 -0.58
H -3.150425 2.854050 -1.870325 1.83 0.43 -0.54
H -1.444425 3.231050 -1.267325 0.75 1.49 1.55
H 0.460575 2.205050 -2.845325 0.47 -1.44 -0.80
H 0.690575 3.774050 -2.726325 0.16 0.88 -0.47
H 0.854575 3.156050 -4.357325 1.86 -0.09 -3.28
C 1.030575 -0.139950 -1.416325 5.77 -12.98 3.09
S 2.828575 -0.067950 -1.633325 -1.91 0.19 -0.01
O 2.932575 0.195050 -3.084325 0.67 -0.38 -1.15
C 2.988575 1.554050 -0.997325 0.77 1.77 1.21
H 0.485575 0.566050 -1.480325 -6.52 9.71 -1.88
H 0.752575 -0.585950 -0.389325 1.03 0.74 -0.93
H 0.731575 -1.066950 -2.014325 0.26 1.76 0.10
H 2.587575 1.759050 -0.013325 0.13 -0.83 0.83
H 2.299575 2.233050 -1.539325 1.19 -0.29 -0.68
H 4.102575 1.769050 -0.948325 -1.48 0.33 -0.54
C 0.422575 -3.704950 -1.290325 2.89 -2.60 -0.57
S -0.279425 -5.310950 -1.438325 -0.70 -1.61 3.34
O -1.151425 -5.364950 -0.166325 0.63 -0.40 -1.48
C -1.494425 -5.291950 -2.707325 -0.72 2.56 -1.18
H -0.199425 -2.970950 -1.545325 -2.60 2.94 -1.87
H 1.344575 -3.830950 -1.924325 -0.55 1.06 0.96
H 0.523575 -3.507950 -0.231325 0.95 -0.60 0.31
H -1.115425 -5.358950 -3.766325 -0.17 0.20 1.14
H -2.006425 -4.274950 -2.495325 0.23 -1.82 -0.71
H -2.155425 -6.130950 -2.509325 0.00 0.07 0.16
C 0.273575 4.816050 3.799675 -0.61 3.80 1.43
S 1.770575 4.169050 3.016675 -0.58 -3.37 0.71
O 1.631575 2.569050 3.236675 0.37 4.09 -0.79
C 1.261575 4.474050 1.296675 1.71 -4.19 -1.66
H -0.572425 4.506050 3.263675 -1.20 -1.57 -0.40
H -0.009425 5.981050 3.701675 1.77 -2.01 -0.10
H 0.195575 4.715050 4.927675 0.41 -0.69 -1.57
H 0.404575 3.683050 1.113675 2.09 1.17 -0.01
H 2.230575 4.445050 0.506675 -2.80 -0.32 2.35
H 0.789575 5.361050 1.173675 -1.14 3.12 -0.10

---

# 3
12
Properties=species:S:1:pos:R:3:forces:R:3 method="wB97M-V/def2-TZVPD" e_homo_ev=-9.5 smiles=NN[C@@H](N)O spin_multiplicity=1 relative_energy_kj_mol=250.1
N 1.191243 0.221561 0.969923 -1.66 -0.60 0.06
N -0.271096 -0.307035 0.984779 3.75 1.39 1.19
C -0.697856 -0.430436 -0.374513 -2.11 -0.84 1.75
N -0.697952 0.823505 -1.055451 0.05 0.40 0.05
O -0.020501 -1.461565 -1.002870 0.28 -0.29 -0.30
H 1.218308 1.215006 1.201206 -0.17 -0.27 -0.03
H 1.690554 -0.273489 1.703453 -0.29 0.04 -0.08
H -0.823080 0.415439 1.441930 -0.01 -0.13 -0.14
H -1.717722 -0.816887 -0.005803 0.56 0.53 -2.16
H 0.259758 1.188018 -1.053516 -0.45 -0.19 -0.27
H -1.051949 0.751620 -2.000119 0.18 -0.05 -0.02
H 0.920291 -1.325739 -0.809017 -0.11 0.01 -0.06

---

# 4
18
Properties=species:S:1:pos:R:3:forces:R:3 method="wB97M-V/def2-TZVPD" e_homo_ev=-2.0 total_charge=-1 smiles=[O-]CCCCCO spin_multiplicity=1 relative_energy_kj_mol=431.5
O -2.734831 -0.012522 -1.976321 -0.23 -0.44 -1.95
C -2.096392 -0.478592 -0.942710 -0.87 3.84 1.65
C -1.053675 0.733016 -0.375309 0.37 -1.43 -0.67
C -0.311170 0.271226 0.870701 0.31 0.42 -1.74
C 0.742248 -0.803253 0.592985 -1.57 1.18 -7.04
C 1.967313 -0.066665 -0.276340 -0.74 -3.40 0.50
O 2.860649 0.349880 0.686700 2.30 0.34 1.01
H -2.916772 -0.430313 -0.071312 1.62 -1.15 -0.09
H -1.525804 -1.418364 -1.031371 -0.09 -0.37 0.21
H -0.378703 1.146894 -1.171668 -0.38 -0.84 0.34
H -1.669445 1.577804 -0.154386 -0.84 0.43 0.27
H -1.045771 -0.113650 1.497970 -1.47 -1.02 1.35
H 0.069314 1.114118 1.452619 0.69 0.18 0.05
H 0.277146 -1.741102 -0.147325 1.30 2.66 2.72
H 1.105028 -1.006388 1.508100 1.86 -1.86 2.77
H 1.756912 0.835656 -0.875472 -0.73 -1.02 -0.34
H 2.534399 -0.932916 -0.830750 -1.16 1.92 0.47
H 2.419554 0.975170 1.243889 -0.39 0.57 0.51

---

It is found that the lowest unoccupied orbital energy values, taken in the order of the records, are -0.321, 0.006, 0.034, 0.131 hartree.